DFT (ωB97M-V with the def2-TZVPD basis set) results for a cluster of 8 separate species, C42H112N8O17 in total.

```
179
Properties=species:S:1:pos:R:3:forces:R:3:mulliken_charge:R:1
N 0.57165 0.45599 -0.53179 -0.87 -0.40 -1.11 0.526
O 0.64657 0.16142 0.67491 0.11 0.40 -0.45 -0.586
O 1.05473 1.52552 -0.99922 0.12 -0.26 0.73 -0.385
O -0.03881 -0.30394 -1.34730 0.63 0.35 0.77 -0.474
C 2.70504 4.84757 -3.76753 0.58 0.16 -0.47 -0.762
O 1.70744 3.91153 -4.17323 -0.35 0.26 0.29 -0.386
C 0.71222 3.71064 -3.18317 0.28 -0.50 0.03 -0.578
C -0.10581 2.51671 -3.65127 -0.95 -0.36 0.55 -0.133
N -0.91600 2.99267 -4.83932 -0.37 0.72 -0.29 0.138
H -1.22040 3.95084 -4.63816 -0.11 -0.10 0.38 0.490
H -0.26785 3.18371 -5.60968 0.07 -0.31 -0.06 0.453
C -2.13698 2.28339 -5.40987 0.53 -1.41 -0.09 -0.810
C -3.25750 1.85096 -4.48149 -0.05 -0.16 0.85 -0.460
O -2.88209 0.85606 -3.54077 0.85 0.07 0.37 0.186
C -3.96503 0.57981 -2.63955 0.10 0.88 0.31 -0.464
H 2.31302 5.78714 -3.37558 -0.29 -0.19 0.20 0.393
H 3.28379 5.12988 -4.64689 -0.08 -0.18 -0.08 0.277
H 3.39324 4.37501 -3.06008 -0.13 0.13 0.22 0.233
H 0.07943 4.59668 -3.04970 -0.17 0.13 -0.34 0.654
H 1.12372 3.55839 -2.18342 0.21 -0.48 -0.12 0.337
H -0.79215 2.08183 -2.92293 -0.17 0.61 0.21 0.216
H 0.44925 1.61755 -3.91451 0.46 0.39 -0.40 -0.466
H -1.79092 1.35815 -5.87611 0.28 0.20 -0.21 0.084
H -2.49996 2.95788 -6.18273 -0.20 -0.11 -0.01 0.498
H -4.01294 1.30955 -5.06035 -0.27 1.06 -0.60 0.387
H -3.63204 2.73674 -3.95452 -0.45 -0.12 -0.09 0.252
H -3.65613 -0.10019 -1.84825 0.31 -0.45 -0.52 0.234
H -4.84483 0.22738 -3.17698 -0.01 -0.20 0.01 0.371
H -4.20560 1.49416 -2.08495 -0.22 -0.02 -0.36 -0.070
C -3.17561 -2.25224 2.32217 0.31 0.63 0.50 -0.806
O -3.94990 -1.72761 3.40349 -0.21 0.44 -0.12 -0.244
C -5.07883 -0.97500 2.99260 0.08 -1.17 1.03 -0.168
C -5.85511 -0.48635 4.21461 0.00 0.06 -0.93 -0.732
N -6.17339 -1.55788 5.22390 0.32 2.18 0.97 -0.039
H -6.71668 -1.05343 5.93310 -0.58 -0.45 -0.14 0.405
H -6.76401 -2.29120 4.83168 -0.08 -0.05 0.18 0.429
C -5.03716 -2.17629 6.01093 -0.69 -2.29 -1.14 -0.504
C -5.51194 -2.75400 7.33246 -0.54 -0.16 1.19 -0.664
O -6.82520 -3.22523 7.25770 -0.68 0.21 -2.11 -0.347
C -7.30864 -4.08106 8.27940 0.38 0.32 1.64 -0.710
H -2.72903 -3.16355 2.71280 0.06 -0.05 -0.30 0.266
H -2.39916 -1.51307 2.09619 0.17 -0.21 -0.17 0.185
H -3.73597 -2.43095 1.40292 -0.28 -0.19 0.20 0.402
H -5.69457 -1.69430 2.44647 -0.30 0.55 -0.54 0.533
H -4.80943 -0.08390 2.41728 -0.07 -0.10 -0.37 0.083
H -6.79829 -0.08377 3.83870 -0.19 -0.28 0.10 0.463
H -5.37791 0.38174 4.66714 0.34 -0.48 0.56 0.045
H -4.13568 -1.57959 6.07883 -0.26 0.39 -0.13 0.307
H -4.85730 -3.04707 5.37885 0.75 0.14 0.11 0.410
H -5.49334 -2.00733 8.13472 0.54 -0.07 0.16 0.397
H -4.86665 -3.61724 7.52054 0.43 0.37 0.44 0.446
H -7.38486 -3.50195 9.20661 0.05 -0.03 0.04 0.316
H -6.63688 -4.91481 8.49451 0.05 -0.07 -0.35 0.302
H -8.31393 -4.44476 8.09173 0.12 0.10 -0.67 0.270
C -3.59217 1.46057 6.81433 0.75 -0.30 -0.74 -0.766
O -3.22545 1.41936 5.41495 0.25 -0.15 -0.42 -0.250
C -2.20111 2.35419 5.09289 -1.21 0.30 1.25 -0.653
C -1.85601 2.23393 3.64258 0.51 -0.27 -1.26 -0.370
N -2.94887 2.66592 2.67683 0.96 0.79 -0.07 -0.056
H -3.84269 2.28369 2.98291 -0.14 0.09 -0.15 0.466
H -2.94735 3.68218 2.79012 -0.71 0.04 0.24 0.501
C -2.68739 2.46456 1.17159 -1.47 -0.78 0.19 -0.257
C -3.58103 3.49266 0.44857 0.73 0.33 0.61 -0.889
O -3.72131 3.29964 -0.93429 0.20 0.07 0.91 -0.253
C -4.28990 4.48590 -1.52438 -0.56 -0.28 0.03 -0.966
H -4.32531 0.66687 6.91339 -0.24 0.27 0.32 0.170
H -3.94577 2.45088 7.09773 -0.26 -0.08 0.05 0.372
H -2.71087 1.19857 7.40297 -0.08 0.05 0.19 0.352
H -1.30941 2.22053 5.71066 0.14 -0.25 -0.26 0.163
H -2.61409 3.31162 5.44014 0.39 0.47 -0.67 0.434
H -1.57768 1.21146 3.38176 -0.20 -0.08 0.11 0.276
H -1.03180 2.86280 3.30714 0.25 0.00 0.60 0.186
H -3.09260 1.47068 0.98291 0.53 -0.18 -0.28 0.173
H -1.62602 2.53798 0.95176 0.03 -0.06 0.16 0.140
H -3.11773 4.46533 0.65526 -0.11 0.25 -0.10 0.496
H -4.54009 3.48632 0.97842 -0.31 0.03 -0.26 0.493
H -3.49837 5.12604 -1.91084 -0.08 0.04 -0.09 0.282
H -4.90342 5.03328 -0.80677 0.20 0.08 0.11 0.482
H -5.00382 4.16135 -2.27999 0.33 0.04 -0.30 0.297
C 6.03699 1.94919 -2.15636 0.61 0.60 -1.19 -0.459
O 5.61454 0.60129 -2.11158 -0.22 -0.41 0.57 -0.452
C 4.25106 0.39833 -1.82909 -0.05 0.08 0.18 -0.448
C 3.35126 0.93196 -2.93238 -0.10 0.25 -1.41 0.385
N 3.97988 0.57848 -4.27860 0.27 0.70 0.62 0.023
H 5.00462 0.58235 -4.15452 0.12 -0.35 -0.16 0.603
H 3.64563 -0.35271 -4.50487 0.59 -0.20 -0.14 0.447
C 3.67940 1.48850 -5.47650 -0.40 -0.89 1.95 -0.034
C 4.74844 1.21807 -6.49154 -0.11 0.10 -1.98 -0.799
O 5.96082 1.23669 -5.83596 0.43 -0.36 1.25 -0.351
C 7.11243 0.86021 -6.62929 -0.41 0.41 0.39 -0.762
H 7.11941 1.94896 -2.28244 -0.06 -0.23 -0.05 0.271
H 5.85849 2.63468 -1.32153 -0.60 -0.62 0.33 0.267
H 5.62247 2.38134 -3.07792 0.11 0.45 0.18 0.119
H 3.97977 0.86667 -0.87975 -0.21 -0.01 -0.02 0.378
H 4.07588 -0.67478 -1.74680 0.31 -0.06 0.12 0.281
H 3.23061 2.01321 -2.92967 0.01 -0.02 0.12 -0.425
H 2.36785 0.46744 -2.99142 -0.09 0.15 0.68 -0.166
H 3.69003 2.50756 -5.10015 0.02 0.02 -0.04 -0.028
H 2.65190 1.15748 -5.63172 0.02 0.63 -1.16 0.261
H 4.73475 1.98385 -7.28342 -0.26 0.08 0.18 0.445
H 4.57528 0.28275 -7.05177 0.04 -0.15 0.36 0.454
H 7.94734 0.69706 -5.95344 -0.12 0.08 0.14 0.270
H 7.32980 1.72805 -7.25092 0.17 -0.47 -0.52 0.303
H 6.88543 -0.08283 -7.12621 0.16 0.23 -0.45 0.354
C 4.96819 6.97121 6.07755 -0.46 1.38 0.37 -0.757
O 4.39985 5.90399 5.34050 -0.36 -0.11 -0.77 -0.374
C 5.17163 4.73166 5.29800 -0.81 -0.07 0.81 -0.485
C 4.26597 3.64814 4.70259 0.95 -0.48 -2.84 -0.551
N 3.13567 4.26145 3.89036 -1.69 0.15 1.76 -0.220
H 2.57639 4.76118 4.59190 0.01 0.09 -0.04 0.495
H 3.46659 5.02912 3.30475 0.34 -0.19 -0.07 0.438
C 2.17722 3.33606 3.13774 0.76 0.29 0.31 -1.063
C 1.84093 2.10742 3.95989 -0.24 0.04 -0.95 -0.493
O 1.25769 2.49401 5.17192 0.64 -0.90 0.18 -0.444
C 1.20828 1.37059 6.10365 0.14 1.57 0.47 -0.860
H 4.60122 6.96074 7.10790 0.75 -0.56 0.18 0.311
H 4.54660 7.92392 5.74369 -0.03 -0.29 -0.58 0.278
H 6.04350 7.05350 5.92417 0.03 -0.27 0.41 0.332
H 5.41943 4.44095 6.32263 0.44 -0.11 -0.15 0.373
H 6.05742 4.81376 4.66500 0.13 0.29 0.24 0.371
H 3.95017 2.80508 5.30566 -0.49 0.54 0.41 0.365
H 4.81616 3.21223 3.85997 0.38 -0.47 0.47 0.394
H 2.70433 3.07454 2.22266 -0.29 -0.21 -0.12 0.351
H 1.28208 3.91592 2.92216 0.13 0.19 -0.10 0.464
H 2.76786 1.52423 4.01111 -0.15 -0.17 0.65 0.606
H 1.11407 1.48464 3.42530 0.25 0.00 -0.48 0.453
H 1.26550 1.90966 7.04710 -0.16 -0.56 0.34 0.342
H 2.07583 0.71788 6.01810 -0.03 0.00 -0.18 0.404
H 0.27357 0.81478 6.03726 0.05 -0.09 -0.22 0.301
C 6.06924 -6.78695 2.42891 0.25 0.78 -0.63 -0.666
O 4.97811 -7.09793 3.26673 -0.32 0.22 0.20 -0.322
C 3.87374 -7.75567 2.69820 -0.23 -0.71 0.82 -0.686
C 3.10371 -6.87986 1.72863 0.90 -0.01 -0.28 -0.596
N 2.85984 -5.55164 2.41039 -1.92 -1.23 -0.23 -0.011
H 2.60922 -5.82100 3.36541 0.45 0.25 0.21 0.381
H 3.71768 -5.00496 2.45108 0.00 0.04 -0.01 0.440
C 1.64622 -4.74170 1.92936 2.68 2.21 0.73 -1.080
C 1.85058 -4.03955 0.59624 -0.72 -0.26 -0.80 -0.350
O 2.08824 -4.95674 -0.43165 -0.32 -0.45 -0.23 -0.327
C 1.72426 -4.55229 -1.73870 0.47 -0.46 -0.44 -0.734
H 5.75567 -6.22251 1.53594 -0.12 -0.33 -0.18 0.261
H 6.66648 -7.64330 2.11793 -0.14 -0.14 0.11 0.331
H 6.69683 -6.06037 2.94441 0.07 -0.39 0.37 0.260
H 3.23469 -8.02865 3.54589 -0.10 0.38 0.14 0.364
H 4.08043 -8.75856 2.31363 0.39 0.26 -0.66 0.405
H 2.14563 -7.31482 1.45762 0.02 0.06 -0.10 0.454
H 3.71306 -6.66089 0.85384 -0.36 -0.08 -0.19 0.370
H 1.82515 -3.87413 2.57693 -0.99 -0.01 0.38 0.457
H 0.69233 -5.18971 2.17709 0.18 -0.56 -0.38 0.400
H 2.63576 -3.27169 0.59977 0.24 -0.23 0.46 0.315
H 0.93275 -3.46016 0.42349 -0.11 -0.10 -0.03 0.408
H 1.83622 -5.41189 -2.39964 0.05 -0.22 0.26 0.359
H 2.42720 -3.81665 -2.14381 -0.21 0.38 0.21 0.255
H 0.68194 -4.24427 -1.83480 0.00 0.32 0.37 0.287
C -4.50964 -0.97875 -7.23320 -0.76 -1.04 -0.61 -0.946
O -3.24719 -1.45768 -6.77377 0.16 0.98 0.81 -0.174
C -2.54325 -2.19466 -7.71349 0.33 -1.41 -0.24 -0.661
C -1.23488 -2.75898 -7.13877 0.04 1.15 0.20 -0.544
N -0.51137 -1.80030 -6.19511 0.09 -0.33 0.36 -0.255
H 0.44865 -2.14404 -6.14676 -0.02 -0.10 0.02 0.409
H -0.41604 -0.85972 -6.57701 -0.44 -0.09 -0.29 0.408
C -0.99328 -1.68053 -4.73417 -0.35 0.26 -1.65 0.681
C -0.85401 -2.99567 -4.00321 1.19 0.98 1.31 -0.766
O -1.82994 -3.90818 -4.34838 0.27 -0.04 -0.68 -0.325
C -1.55668 -5.21356 -3.85868 0.27 -0.22 0.88 -0.795
H -5.08879 -0.49887 -6.44822 0.61 0.37 0.23 0.267
H -5.15265 -1.82641 -7.49505 0.19 -0.11 -0.18 0.366
H -4.41742 -0.37038 -8.13292 0.11 0.27 0.14 0.407
H -2.33785 -1.68086 -8.65798 -0.16 0.37 0.13 0.488
H -3.07844 -3.12197 -7.95717 -0.26 0.20 -0.34 0.386
H -0.51799 -2.85575 -7.95210 -0.19 -0.63 -0.08 0.456
H -1.37817 -3.65335 -6.53960 0.02 -0.07 -0.26 0.278
H -2.01998 -1.32234 -4.80104 -0.03 -0.27 0.12 0.094
H -0.39018 -0.82528 -4.42930 0.09 -0.44 1.04 -0.611
H -0.82575 -2.72921 -2.93266 -0.66 -0.01 0.09 0.540
H 0.17895 -3.38206 -4.07467 -0.06 -0.24 -0.73 0.378
H -2.22272 -5.91776 -4.34481 -0.21 0.10 0.20 0.318
H -1.65286 -5.19450 -2.76654 -0.50 -0.26 -0.05 0.308
H -0.52910 -5.57221 -3.99748 0.08 0.41 -0.60 0.319
```
Forces are in eV/Å.

Results
Gap between HOMO and LUMO = 7.995 eV
Energy relative to the best compared isomer or geometry (same formula, charge and spin) = 0.00 kcal/mol
Total charge = +6
HOMO level = -0.7171 Eh
LUMO level = -11.517 eV
Max |F| = 3.55 eV/A